Computed, not measured: a single C18H24N2O3 molecule, with ωB97M-V/def2-TZVPD.

Each line ends with the Mulliken charge.
Atoms and positions in Å:
C1 3.2871 2.0769 2.4458  -0.5142
O1 2.6050 3.1763 3.0053  -0.4506
C2 1.2835 3.3442 2.5584  -0.4536
C3 0.3192 2.2246 2.9907  -0.8603
N1 0.1578 1.2109 1.9738  0.1353
C4 -1.0248 0.9742 1.3930  -0.2908
O2 -2.0713 1.4986 1.7194  -0.7001
C5 -0.9703 -0.0742 0.2470  1.4512
C6 -0.4830 -1.4414 0.7845  -1.3368
C7 -0.4281 -2.4593 -0.3203  0.3468
C8 -1.5740 -3.1302 -0.7307  -0.0896
C9 -1.5289 -4.0240 -1.7854  -0.7205
C10 -0.3357 -4.2614 -2.4463  -0.4298
C11 0.8145 -3.6111 -2.0346  -0.8827
C12 0.7682 -2.7188 -0.9777  -0.1708
C13 -2.3399 -0.1972 -0.3571  -1.4964
C14 -2.3651 0.2301 -1.6038  -0.8024
C15 -1.0296 0.7730 -2.0154  -0.3162
C16 -1.1291 2.2972 -2.1620  -1.3290
N2 -0.1711 0.3989 -0.8958  0.6872
C17 1.1718 0.4064 -0.9251  0.9537
C18 1.8324 0.6072 -2.2698  -1.7249
O3 1.8589 0.2360 0.0783  -0.6721
H1 3.1977 2.0609 1.3545  0.1875
H2 2.9220 1.1237 2.8422  0.2288
H3 4.3333 2.1966 2.7220  0.3094
H4 0.9653 4.2922 2.9975  0.3263
H5 1.2576 3.4351 1.4608  0.3303
H6 0.6959 1.7710 3.9133  0.3492
H7 -0.6744 2.6370 3.1801  0.5496
H8 0.9918 0.8079 1.5462  0.0980
H9 -1.1863 -1.7525 1.5594  0.7079
H10 0.5039 -1.3308 1.2318  0.4777
H11 -2.5076 -2.9599 -0.2158  0.3927
H12 -2.4279 -4.5388 -2.0913  0.3927
H13 -0.3009 -4.9571 -3.2717  0.3987
H14 1.7529 -3.8017 -2.5352  0.4101
H15 1.6729 -2.2264 -0.6535  0.5146
H16 -3.1622 -0.5676 0.2241  0.8420
H17 -3.2104 0.2658 -2.2651  0.4854
H18 -0.6716 0.3227 -2.9481  0.4429
H19 -0.1642 2.7478 -2.3773  0.3196
H20 -1.8140 2.5423 -2.9694  0.4403
H21 -1.5133 2.7222 -1.2372  0.3444
H22 1.5884 1.5721 -2.7037  0.3497
H23 1.5197 -0.1773 -2.9564  0.3763
H24 2.9085 0.5466 -2.1273  0.3926

Results
- energy relative to the best compared isomer or geometry (same formula, charge and spin) (kcal/mol) = 35.7
- F_max (eV/Å) = 0.61
- HOMO energy (eV) = -9.108
- charge = 0